(1)
Computed, not measured: C2MoO4Se4 as an isolated structure, with ωB97M-V/def2-TZVPD.

Structure (XYZ):
```
11
Properties=species:S:1:pos:R:3
Mo 0.308 -1.832 0.379
Se 0.335 -0.481 -1.456
Se 2.707 -1.909 0.344
Se -1.319 -3.335 0.078
Se -0.956 -0.748 2.039
O 2.257 1.997 -2.088
C 3.036 1.465 -1.383
O 3.924 1.016 -0.785
C -3.477 1.309 0.935
O -3.247 2.006 1.843
O -3.567 0.513 0.094
```

Summary:
* E_LUMO (spin up / spin down): -1.693 / -2.909 eV
* spin multiplicity: 3
* net charge: 0
* HOMO (spin up / spin down): -0.335 / -0.312 hartree

(2)
Computed, not measured: an isolated ion of composition C3H8NOS and charge -1, with ωB97M-V/def2-TZVPD.

Structure (XYZ):
```
14
Properties=species:S:1:pos:R:3
O 1.389 -2.607 1.096
C 0.626 -1.767 1.610
N -0.760 -1.187 0.829
C -0.583 0.200 0.497
C -0.614 0.447 -1.024
S -0.089 2.286 -1.468
H 1.116 -0.841 1.993
H 0.174 -1.944 2.662
H -0.971 -1.618 -0.043
H 0.264 0.670 1.071
H -1.597 0.695 0.919
H -1.449 0.326 -1.787
H 0.331 -0.086 -1.264
H 1.197 2.107 -1.128
```

Summary:
* E_LUMO: 3.131 eV
* ΔE to the lowest compared entry with this formula, charge and spin: 345.54 kJ/mol
* net charge: -1
* HOMO: -0.095 hartree

(3)
Computed, not measured: a 2-piece molecular cluster, C8H18N3 overall, with ωB97M-V/def2-TZVPD.

Structure (XYZ):
```
29
Properties=species:S:1:pos:R:3
C 0.901 2.425 -0.039
C -0.272 2.566 -1.020
C -1.351 1.564 -0.622
N -0.734 0.719 0.474
N -1.451 0.418 1.538
C -2.660 0.632 1.850
C 0.593 1.280 0.904
H 1.839 2.237 -0.561
H 1.032 3.339 0.542
H -0.697 3.573 -1.000
H 0.033 2.371 -2.050
H -2.267 2.039 -0.242
H -1.652 0.881 -1.425
H -3.083 -0.163 2.489
H -3.269 1.544 1.660
H 1.325 0.464 0.900
H 0.465 1.611 1.941
C 0.153 -3.401 -0.185
N 0.848 -2.124 -0.371
C 2.312 -2.125 -0.464
C 0.168 -1.050 -0.686
H 0.878 -4.091 0.255
H -0.710 -3.224 0.473
H -0.207 -3.833 -1.135
H 2.658 -3.047 0.011
H 2.675 -2.107 -1.507
H 2.689 -1.227 0.050
H 0.707 -0.178 -1.082
H -0.924 -1.092 -0.698
```

Summary:
* E_LUMO: -3.901 eV
* ΔE to the lowest compared entry with this formula, charge and spin: 289.29 kJ/mol
* net charge: +1
* HOMO: -0.418 hartree

(4)
Computed, not measured: a 13-piece molecular cluster, C22H19Cl48F3N3O3 overall, with ωB97M-V/def2-TZVPD.

Structure (XYZ):
```
98
Properties=species:S:1:pos:R:3
C 0.561 -1.845 1.267
C 1.506 -1.631 0.001
O 0.676 -0.973 -0.992
C 2.626 -0.567 0.427
N 2.097 0.548 1.278
C 1.849 1.766 0.839
N 1.299 2.736 1.782
C 0.263 3.597 1.127
O 0.598 4.005 -0.191
C 0.906 2.891 -1.032
N 2.094 2.117 -0.540
C 3.359 2.886 -0.733
C 4.577 2.413 0.160
O 4.623 3.006 1.471
C 4.773 4.434 1.408
C 5.643 4.953 2.619
F 5.312 4.190 3.770
F 6.990 4.794 2.358
F 5.272 6.293 2.853
H 1.213 -1.812 2.204
H -0.012 -2.813 1.175
H -0.139 -0.947 1.277
H 1.992 -2.576 -0.379
H 1.248 -0.740 -1.753
H 3.485 -1.029 1.015
H 3.081 -0.186 -0.546
H 1.926 0.323 2.264
H 0.942 2.256 2.615
H -0.756 3.104 1.218
H 0.199 4.552 1.747
H 0.006 2.227 -1.221
H 1.206 3.321 -2.046
H 3.114 3.990 -0.665
H 3.672 2.715 -1.821
H 5.565 2.601 -0.385
H 4.560 1.285 0.335
H 5.125 4.776 0.392
H 3.731 4.885 1.554
C 2.741 -0.777 -4.947
Cl 1.541 -0.213 -6.126
Cl 2.387 -2.455 -4.490
Cl 4.362 -0.688 -5.660
Cl 2.675 0.258 -3.498
C -1.924 6.485 -0.793
Cl -2.022 4.801 -1.353
Cl -0.546 7.287 -1.572
Cl -3.421 7.334 -1.215
Cl -1.706 6.512 0.970
C -2.246 -2.226 -6.561
Cl -3.404 -3.334 -5.800
Cl -0.636 -2.420 -5.820
Cl -2.151 -2.575 -8.298
Cl -2.779 -0.554 -6.312
C -1.103 -6.293 -3.425
Cl 0.468 -6.803 -2.756
Cl -2.265 -6.032 -2.107
Cl -0.892 -4.779 -4.328
Cl -1.718 -7.552 -4.513
C 2.745 7.070 5.778
Cl 4.281 6.438 6.400
Cl 1.605 7.297 7.119
Cl 3.035 8.626 4.974
Cl 2.057 5.915 4.612
C -3.242 -1.495 3.888
Cl -1.791 -0.497 3.653
Cl -2.809 -2.962 4.786
Cl -4.444 -0.572 4.807
Cl -3.923 -1.946 2.309
C 1.447 11.418 7.198
Cl 2.473 12.527 6.266
Cl 0.422 10.485 6.087
Cl 2.473 10.310 8.132
Cl 0.421 12.350 8.305
C -1.143 -8.641 1.104
Cl -0.353 -8.057 -0.375
Cl -2.897 -8.696 0.845
Cl -0.548 -10.268 1.492
Cl -0.775 -7.540 2.450
C -5.650 -10.395 -1.693
Cl -5.560 -11.087 -0.061
Cl -7.266 -9.711 -1.957
Cl -4.430 -9.116 -1.861
Cl -5.338 -11.663 -2.892
C -3.458 0.666 -2.197
Cl -3.409 -0.080 -0.583
Cl -5.033 1.445 -2.433
Cl -2.164 1.883 -2.332
Cl -3.213 -0.572 -3.439
C -5.327 2.966 1.232
Cl -6.861 2.448 0.504
Cl -4.504 1.565 1.942
Cl -4.289 3.683 -0.021
Cl -5.650 4.166 2.499
C -1.874 -13.202 -4.604
Cl -0.968 -13.797 -3.199
Cl -1.047 -13.695 -6.095
Cl -3.513 -13.884 -4.583
Cl -1.969 -11.429 -4.538
```

Summary:
* E_LUMO: -3.216 eV
* net charge: +1
* HOMO: -0.450 hartree

(5)
Computed, not measured: one molecule with the formula C2H4NP, with ωB97M-V/def2-TZVPD.

Structure (XYZ):
```
8
Properties=species:S:1:pos:R:3
P 0.354 0.150 -1.755
C 0.647 0.316 0.034
N 1.456 0.343 0.971
C 0.047 0.550 1.371
H -1.017 0.630 -1.682
H -0.156 -1.266 -1.727
H -0.139 1.442 1.971
H -0.548 -0.255 1.625
```

Summary:
* E_LUMO: 0.717 eV
* ΔE to the lowest compared entry with this formula, charge and spin: 198.28 kJ/mol
* net charge: 0
* HOMO: -0.333 hartree

(6)
Computed, not measured: one molecule with the formula CH3IOS2, with ωB97M-V/def2-TZVPD.

Structure (XYZ):
```
8
Properties=species:S:1:pos:R:3
C 0.836 -0.404 -0.227
S -0.629 0.525 0.308
O -0.708 0.602 1.857
S -0.501 2.218 -0.777
I -2.355 -1.158 -0.159
H 0.699 -1.013 -1.173
H 1.819 0.271 -0.429
H 0.839 -1.042 0.601
```

Summary:
* E_LUMO: -1.982 eV
* ΔE to the lowest compared entry with this formula, charge and spin: 162.79 kJ/mol
* net charge: 0
* HOMO: -0.350 hartree

(7)
Computed, not measured: one molecule with the formula C5H9NO, with ωB97M-V/def2-TZVPD.

Structure (XYZ):
```
16
Properties=species:S:1:pos:R:3
C -0.026 0.168 1.908
C -0.629 -0.910 0.778
C -1.166 -0.116 -0.400
N 0.157 -0.166 -0.908
C 0.633 0.739 -1.888
C 0.752 -0.877 0.224
O 1.832 -1.336 0.497
H 0.642 1.009 1.626
H 0.442 -0.278 2.789
H -0.998 0.577 2.134
H -1.116 -1.833 1.104
H -1.852 -0.709 -1.008
H -1.593 0.888 -0.232
H 1.567 1.125 -1.458
H 1.009 0.097 -2.682
H 0.347 1.621 -2.485
```

Summary:
* E_LUMO: 0.939 eV
* ΔE to the lowest compared entry with this formula, charge and spin: 349.90 kJ/mol
* net charge: 0
* HOMO: -0.331 hartree

(8)
Computed, not measured: one molecule with the formula C8H17N3O3, with ωB97M-V/def2-TZVPD.

Structure (XYZ):
```
31
Properties=species:S:1:pos:R:3
N 0.692 -3.248 -2.657
C -0.264 -2.176 -2.446
C -0.439 -1.701 -1.011
C 0.795 -1.089 -0.348
C 1.135 0.351 -0.665
C 0.428 1.416 0.277
N -1.028 1.344 0.196
C -1.862 0.932 1.233
O -2.919 0.457 0.993
C -1.355 1.122 2.593
N -0.064 0.267 2.901
C 0.724 2.727 -0.149
O 0.257 3.403 -1.061
O 1.754 3.230 0.579
H 0.231 -4.164 -2.472
H 1.293 -3.119 -1.905
H -1.105 -2.608 -2.944
H -0.057 -1.366 -3.109
H -0.668 -2.580 -0.399
H -1.173 -0.964 -1.054
H 1.676 -1.861 -0.568
H 0.603 -1.256 0.757
H 1.106 0.521 -1.714
H 2.211 0.523 -0.361
H 0.756 1.317 1.258
H -1.548 1.440 -0.641
H -2.259 0.966 3.243
H -1.052 2.114 2.651
H -0.232 -0.758 2.887
H 0.419 0.610 3.678
H 1.945 4.149 0.258
```

Summary:
* E_LUMO: 0.555 eV
* ΔE to the lowest compared entry with this formula, charge and spin: 150.71 kJ/mol
* net charge: 0
* HOMO: -0.344 hartree

no.,M (g/mol)
1,499.798
2,106.170
3,156.253
4,2132.150
5,73.035
6,222.072
7,99.133
8,203.242